*1*
Computed, not measured: a single C4H4OS2 molecule, with ωB97M-V/def2-TZVPD.

As for the total charge: 0. For the LUMO energy, the calculation gives -0.66 eV. The SMILES is O=C1SC[C@@H]1C=S.

```
11
C4H4OS2, DFT ωB97M-V/def2-TZVPD
C 1.4236 0.3021 -0.3658
C -1.0905 0.1183 -0.6226
H -0.0059 1.3006 0.8044
C 0.0808 0.3917 0.2848
O 0.1697 -1.3184 2.2212
C -0.3334 -0.8297 1.2887
S 1.8855 0.3019 -1.9052
H -0.9250 -0.0279 -1.6189
H 2.1372 0.2011 0.4861
H -1.7704 1.0211 -0.6612
S -1.5715 -1.4608 0.0885
```

---

*2*
Computed, not measured: a molecular structure, C4H4OS2, with ωB97M-V/def2-TZVPD.

As for the total charge: 0. For the LUMO energy, the calculation gives -0.22 eV.

```
11
C4H4OS2, DFT ωB97M-V/def2-TZVPD
C 0.6179 1.1290 -0.2305
C 1.4601 0.1448 -0.5278
H -0.7364 -1.9725 1.4927
O -0.7727 1.0108 -0.3728
C -1.4517 -0.1412 -0.0134
S -3.0021 -0.4166 -0.5654
C -0.3987 -0.9496 0.7821
H 0.6053 2.2665 -0.4824
H 0.4388 -0.0743 1.3983
H 2.6460 0.5196 -0.7846
S 0.5936 -1.5166 -0.6963
```

---

The winner here is *1*, beating the second structure by 71.2 kcal/mol.

---

*1*
Computed, not measured: 2 unconnected molecules or ions with the total composition CH4N3P, with ωB97M-V/def2-TZVPD.

As for the total charge: 0. For the LUMO energy, the calculation gives -1.95 eV.

```
9
CH4N3P, DFT ωB97M-V/def2-TZVPD
C 1.2440 -1.8168 0.5482
N 0.1934 1.1606 0.9292
H 0.0437 0.2889 1.3457
N 0.6186 -2.7064 0.9459
P 0.5739 1.0263 -0.7077
H -1.7021 -0.1221 -0.9382
N -0.8400 0.3423 -1.2879
H -0.9277 0.0758 -2.3163
H 0.7960 1.7514 1.4811
```

---

*2*
Computed, not measured: 2 unconnected molecules or ions with the total composition CH4N3P, with ωB97M-V/def2-TZVPD.

As for the total charge: 0. For the LUMO energy, the calculation gives -1.26 eV. The SMILES is [H]/N=P/C#N.N.

```
9
CH4N3P, DFT ωB97M-V/def2-TZVPD
H 0.7322 2.0313 -2.1953
H 0.8953 0.3131 -1.9625
H 1.4061 1.3617 -0.8775
N -1.0819 -0.9453 -1.5274
P -1.3881 -0.6441 0.0284
C -1.6269 1.0827 0.1607
N -1.7317 2.1095 0.6963
H -0.8186 -1.9852 -1.6362
N 0.7417 1.2273 -1.5264
```

---

*3*
Computed, not measured: 2 unconnected molecules or ions with the total composition CH4N3P, with ωB97M-V/def2-TZVPD.

As for the total charge: 0. For the LUMO energy (alpha / beta), the calculation gives -0.73 / -0.87 eV.

```
9
CH4N3P, DFT ωB97M-V/def2-TZVPD
N 1.5730 0.9493 0.3251
P -0.8842 -0.1361 0.7105
H -1.5615 1.2529 -1.0274
N 0.2127 -2.7829 0.1757
N -1.4079 0.1813 -0.7625
H 0.9399 1.6740 0.5591
H -0.9525 -0.3060 -1.5128
C -0.1196 -1.7001 0.3774
H 2.2001 0.8675 1.1548
```

---

The winner here is *2*, beating the second structure by 12.9 kcal/mol.

---

*1*
Computed, not measured: a single C5H8N4 molecule, with ωB97M-V/def2-TZVPD.

As for the total charge: 0. For the LUMO energy, the calculation gives 0.08 eV. The SMILES is CC1=NN=N[C@]2(C)N[C@H]12.

```
17
C5H8N4, DFT ωB97M-V/def2-TZVPD
N 0.7262 1.6232 -0.1113
C -1.4733 1.3566 1.0434
H 0.8606 2.1902 0.8251
C 0.7514 0.2173 0.1906
C -0.6072 0.9735 -0.0859
H -1.9642 2.2761 0.7313
N -0.6515 0.1394 -2.2765
C 0.6741 -0.9147 -0.7366
N 0.2703 -0.7385 -1.9499
H 2.1687 -2.3014 0.2197
H -0.9019 1.6505 1.8930
N -1.2169 0.7808 -1.3068
H 1.1353 -2.9969 -1.0694
H 0.9831 -0.0136 1.2852
H 0.2568 -2.5417 0.4392
H -2.1257 0.5472 1.1780
C 1.1141 -2.2479 -0.2692
```

---

*2*
Computed, not measured: a single C5H8N4 molecule, with ωB97M-V/def2-TZVPD.

As for the total charge: 0. For the LUMO energy, the calculation gives 0.70 eV. The SMILES is [H]/N=C\N1C=CCNN=C1.

```
17
C5H8N4, DFT ωB97M-V/def2-TZVPD
H -0.1336 2.1535 -2.2703
N 0.1906 1.7071 1.1229
N 0.1041 2.0889 -0.1313
N -0.2334 -0.7211 0.5098
H -0.3879 -0.1240 -2.9927
C -0.0573 0.0312 -1.8263
N -0.8174 -2.3825 2.3050
C -0.1304 -0.8311 -0.7824
H -0.2587 -2.0334 -1.0091
H -0.5482 -2.9242 0.4801
H -0.6601 -1.6744 2.9654
C -0.4003 -2.0604 1.1190
H 0.6044 3.1342 -0.0854
C 0.2451 0.4432 1.2487
H 1.4830 1.5299 -1.4361
H 0.5644 0.2147 2.3191
C 0.4358 1.4483 -1.5364
```

---

The winner here is *1*, beating the second structure by 33.4 kcal/mol.

---

*1*
Computed, not measured: a single C4H10N2S molecule, with ωB97M-V/def2-TZVPD.

As for the total charge: 0. For the LUMO energy, the calculation gives 0.90 eV.

```
17
C4H10N2S, DFT ωB97M-V/def2-TZVPD
H -0.9096 2.2513 -0.0505
S -0.1126 0.2418 -0.3230
H 1.4937 -1.0644 -2.1149
H -0.2048 -1.6968 -2.3403
H 1.1178 -1.8232 0.4135
H 0.3215 -0.3847 2.0343
H -2.1706 2.8290 0.9839
C 0.2920 -1.5369 -0.3164
C 0.7215 -1.8021 -1.7810
C -0.9841 1.4304 1.7631
H -1.2711 1.5220 2.9197
H -0.7244 -2.0244 -0.1510
N -1.2278 2.4359 0.8729
N 1.0026 1.1319 -0.8820
H 0.9086 -2.8262 -1.8522
H 1.9468 0.9040 -0.5810
C -0.1996 0.4122 1.4050
```

---

*2*
Computed, not measured: a single C4H10N2S molecule, with ωB97M-V/def2-TZVPD.

As for the total charge: 0. For the LUMO energy, the calculation gives 0.82 eV. The SMILES is [H]/N=C(/NC)SCC.

```
17
C4H10N2S, DFT ωB97M-V/def2-TZVPD
C 2.0005 0.7684 0.7759
C 1.9154 0.0758 -0.5860
H 2.3578 1.7852 0.6578
H -2.7906 1.3518 -0.8203
H 1.4152 0.7388 -1.3578
H -3.2589 -0.2872 -0.5615
H 1.0160 0.8141 1.3162
C -2.4971 0.4296 -0.2891
N -1.1523 -0.0172 -0.6521
N -1.1883 -1.6220 0.9333
H 2.9444 -0.1528 -0.8953
H 2.7126 0.2270 1.4082
C -0.5600 -1.0578 0.0159
H -0.7988 0.2614 -1.5687
H -0.6457 -2.4095 1.3349
S 1.0806 -1.5711 -0.5538
H -2.5508 0.6654 0.8427
```

---

*3*
Computed, not measured: a single C4H10N2S molecule, with ωB97M-V/def2-TZVPD.

As for the total charge: 0. For the LUMO energy, the calculation gives 0.85 eV. The SMILES is N[C@@H]1[C@H](N)[C@@H]1CS.

```
17
C4H10N2S, DFT ωB97M-V/def2-TZVPD
C 0.6272 -1.0570 0.9452
H 0.9464 1.7501 -1.1486
H 1.0946 -0.7522 -2.0949
H -1.8098 -0.5730 -0.8145
C 0.3981 0.7809 -0.9070
H -0.2207 -1.6409 0.5312
C 0.5318 0.3914 0.4967
H -0.1221 0.0735 -2.7582
H 1.1635 1.0633 1.1375
N -1.9110 0.1033 -0.0345
H -0.9432 2.0196 0.3358
C -0.7637 0.9590 0.0441
H -2.7402 0.6879 -0.2951
H 1.6015 -1.4565 0.5962
H 1.5482 -0.8015 3.1502
N 0.2280 -0.2610 -1.8975
S 0.3714 -1.2869 2.7134
```

---

*4*
Computed, not measured: 2 unconnected molecules or ions with the total composition C4H10N2S, with ωB97M-V/def2-TZVPD.

As for the total charge: 0. For the LUMO energy (alpha / beta), the calculation gives -0.48 / -1.17 eV.

```
17
C4H10N2S, DFT ωB97M-V/def2-TZVPD
H 1.1677 -1.1347 1.2698
H 3.2620 -1.1666 0.1492
N 0.1540 0.8903 -1.5285
S -0.0860 0.5317 -0.0349
H 0.4088 1.7326 1.9108
H 2.6986 0.6543 0.1423
C 2.4857 -0.4335 -0.1886
C 1.0923 -0.9342 0.1995
H -4.4194 0.0638 0.0285
C -2.4127 -0.6395 0.4809
N 0.4106 1.7195 0.8530
H -2.9797 0.5664 -1.1362
H 1.1006 -1.9073 -0.3787
H 0.4240 1.8444 -1.5829
H -2.5482 -1.3349 1.3584
C -3.2666 0.0233 -0.2177
H 2.5081 -0.4756 -1.3252
```

---

The winner here is *2*, beating the second structure by 20.9 kcal/mol.

---

*1*
Computed, not measured: a molecular structure, C5H9FO, with ωB97M-V/def2-TZVPD.

As for the total charge: 0. For the LUMO energy, the calculation gives 0.65 eV.

```
16
C5H9FO, DFT ωB97M-V/def2-TZVPD
H 1.7796 1.8864 0.7896
C 0.6563 -0.1077 -0.7363
C 0.9600 1.2160 1.9008
H 0.4114 -0.9390 -3.1288
C -0.0195 -0.2063 -2.2307
H 1.4908 1.0395 3.1027
H -1.8387 -0.5345 1.5014
H -0.0228 0.7097 -2.6629
C -1.2682 -1.1997 0.4293
H -1.0214 -2.3008 0.6880
H -0.3401 1.9314 2.0772
H -1.9722 -1.3548 -0.5773
C 0.1156 -0.4443 0.3290
O 0.6371 -0.1623 1.5200
H -1.2471 -0.5020 -2.2379
F 1.6793 0.9684 -0.7642
```

---

*2*
Computed, not measured: a single C5H9FO molecule, with ωB97M-V/def2-TZVPD.

As for the total charge: 0. For the LUMO energy, the calculation gives 0.89 eV. The SMILES is CC1(C)O[C@@]1(C)F.

```
16
C5H9FO, DFT ωB97M-V/def2-TZVPD
O -0.1484 1.4223 0.1108
F -0.4213 0.5960 -2.1304
H 1.2102 -1.2790 1.5962
H -2.5151 -0.3371 0.4574
H 0.8777 0.2262 2.2075
H 2.5652 0.6649 0.1717
H -0.5324 -0.7728 1.9766
C 0.4830 0.0524 0.0931
C 1.8780 0.0971 -0.5493
C 0.4717 -0.5034 1.5389
H -2.8852 0.7097 -0.9908
H -2.1518 -0.9753 -1.1759
C -0.7309 0.3713 -0.5952
C -2.1397 -0.0554 -0.6016
H 1.7594 0.7627 -1.5042
H 2.2793 -0.9799 -0.6046
```

---

The winner here is *2*, beating the second structure by 156.3 kcal/mol.

---

*1*
Computed, not measured: a single C5H9FO molecule, with ωB97M-V/def2-TZVPD.

As for the total charge: 0. For the LUMO energy (alpha / beta), the calculation gives -1.40 / -0.59 eV.

```
16
C5H9FO, DFT ωB97M-V/def2-TZVPD
O 0.2297 0.9360 1.4672
F 1.8227 -0.8982 -0.6423
H -2.3016 0.3752 0.9235
H 0.9364 -1.6392 1.5655
C 1.1841 1.2037 -1.4020
H 1.5882 0.9620 -2.3869
H 1.9820 1.7237 -0.8621
C -0.0763 -1.4384 1.2280
C -1.6185 0.2121 0.0932
H -1.6560 1.0907 -0.5459
C 0.8207 -0.0428 -0.7158
H 0.3298 1.8664 -1.4866
H -0.7354 -1.5038 2.0887
C -0.2010 -0.0099 0.6580
H -0.3678 -2.1780 0.4869
H -1.9368 -0.6596 -0.4696
```

---

*2*
Computed, not measured: 3 unconnected molecules or ions with the total composition C5H9FO, with ωB97M-V/def2-TZVPD.

As for the total charge: 0. For the LUMO energy, the calculation gives 0.75 eV.

```
16
C5H9FO, DFT ωB97M-V/def2-TZVPD
C 0.0730 -1.8519 -0.2916
H -1.8660 -0.9348 0.9295
H -0.7851 1.2427 -1.4849
H 0.0403 -0.1355 -2.1948
H 0.5725 -1.9172 0.6963
H -2.1186 0.7232 0.5972
O 2.4457 0.7622 0.8363
H 0.6003 -2.0475 -1.2435
F 2.5005 2.8098 -0.2358
C -1.3440 -0.0686 0.9130
C -0.1195 0.3635 -1.2923
C -0.4236 -0.4080 -0.2520
H 0.4986 2.0112 0.8677
H -0.9967 0.1053 1.9439
H -1.0034 -2.4338 -0.3749
C 1.9261 1.7792 0.5859
```

---

The winner here is *1*, beating the second structure by 3.1 kcal/mol.